{
  "formula": "C4H10N2O",
  "method": "wB97M-V/def2-TZVPD",
  "homo_lumo_gap_ev": 9.2,
  "spin_multiplicity": 1,
  "e_above_lowest_ev": 4.0219,
  "homo_energy_ev": -8.3299,
  "max_force_ev_per_a": 3.36,
  "total_charge": 0,
  "elements": ["C", "N", "C", "N", "C", "C", "O", "H", "H", "H", "H", "H", "H", "H", "H", "H", "H"],
  "positions_angstrom": [[-1.009120, -1.043096, 1.210007], [-0.151668, -1.312280, 0.066752], [1.221106, -0.479440, -0.092181], [0.753261, 0.647357, -0.756214], [0.634241, 1.893254, -0.031126], [-0.637733, -0.027576, -1.415612], [-0.630299, -0.704797, -2.420148], [-0.657529, -0.189017, 1.791396], [-2.030913, -0.813807, 0.891181], [-1.029970, -1.906431, 1.877779], [-0.369598, -2.124221, -0.505686], [1.663608, -0.301850, 0.895520], [1.811242, -1.114357, -0.757871], [1.397579, 2.586095, -0.395554], [0.774459, 1.778316, 1.051521], [-0.354039, 2.350273, -0.183396], [-1.384626, 0.761575, -1.226369]],
  "atomic_forces_ev_per_a": [[0.1, -0.6, 0.2], [0.6, 1.7, 0.0], [-2.1, -2.3, 0.1], [-1.6, -0.2, -1.6], [-0.1, -0.1, -0.1], [2.8, 1.6, -1.0], [0.0, 0.6, 1.1], [0.2, 0.0, -0.2], [0.0, -0.1, 0.0], [-0.2, 0.1, 0.2], [0.6, 0.0, 0.5], [0.0, -0.2, -0.3], [0.3, 0.0, 0.4], [-0.2, 0.2, 0.1], [0.0, 0.0, 0.0], [0.1, 0.0, -0.1], [-0.6, -0.6, 0.7]],
  "nbo_charge": [-0.420, -0.622, -0.012, -0.547, -0.418, 0.562, -0.613, 0.202, 0.195, 0.195, 0.410, 0.188, 0.200, 0.198, 0.172, 0.191, 0.119]
}



{
  "formula": "C4H10N2O",
  "method": "wB97M-V/def2-TZVPD",
  "homo_lumo_gap_ev": 9.7,
  "spin_multiplicity": 1,
  "e_above_lowest_ev": 2.0821,
  "homo_energy_ev": -8.7341,
  "max_force_ev_per_a": 0.82,
  "total_charge": 0,
  "elements": ["H", "N", "C", "O", "C", "N", "C", "C", "H", "H", "H", "H", "H", "H", "H", "H", "H"],
  "positions_angstrom": [[1.534213, -0.197940, -1.521957], [0.619915, -0.581886, -1.433154], [-0.104237, -0.180547, -0.471386], [-1.369670, -0.663646, -0.505142], [-1.621320, -1.556999, -1.644339], [0.265737, 0.709486, 0.547693], [-0.441043, 0.894858, 1.809459], [1.702526, 0.952203, 0.629377], [-1.447715, -2.578773, -1.305002], [-2.640581, -1.323274, -1.910976], [-0.975488, -1.423782, -2.521735], [-0.177026, 0.135134, 2.561598], [-1.516302, 0.874331, 1.643351], [-0.179612, 1.875179, 2.237479], [2.100360, 1.241576, -0.345975], [1.911359, 1.779943, 1.314379], [2.258621, 0.068819, 0.978753]],
  "atomic_forces_ev_per_a": [[0.6, 0.2, 0.3], [0.7, 0.1, -0.2], [0.2, -0.1, -0.4], [0.2, 0.3, 0.2], [0.0, 0.2, 0.3], [0.0, -0.4, -0.4], [-0.2, -0.1, -0.1], [0.1, 0.0, -0.1], [-0.4, 0.0, 0.0], [-0.4, -0.4, 0.1], [-0.2, 0.4, 0.6], [-0.1, 0.0, -0.2], [0.0, -0.1, 0.0], [-0.1, -0.3, -0.3], [-0.1, 0.0, 0.2], [-0.2, -0.2, -0.1], [-0.1, 0.1, -0.1]],
  "nbo_charge": [0.347, -0.824, 0.714, -0.520, -0.264, -0.451, -0.402, -0.406, 0.186, 0.186, 0.233, 0.181, 0.224, 0.199, 0.203, 0.206, 0.188]
}



{
  "formula": "C4H10N2O",
  "method": "wB97M-V/def2-TZVPD",
  "homo_lumo_gap_ev": 10.2,
  "spin_multiplicity": 1,
  "e_above_lowest_ev": 1.8923,
  "homo_energy_ev": -9.2556,
  "max_force_ev_per_a": 3.65,
  "total_charge": 0,
  "elements": ["C", "C", "C", "N", "N", "C", "O", "H", "H", "H", "H", "H", "H", "H", "H", "H", "H"],
  "positions_angstrom": [[-1.191931, -0.678317, 1.257465], [-0.075939, -0.477177, 0.091291], [1.045310, 0.480733, 0.566912], [2.268452, 0.270204, -0.213593], [-0.517188, -0.121462, -1.261515], [-1.670285, 0.614144, -1.514344], [-2.145677, 1.341547, -0.677337], [-0.707656, -1.439276, 1.956261], [-1.381834, 0.275672, 1.841673], [-2.102403, -1.165958, 0.876501], [0.497643, -1.436623, -0.166253], [1.274446, 0.275560, 1.584725], [0.900862, 1.521346, 0.319040], [3.059052, 0.842271, 0.003491], [2.546119, -0.697741, -0.118202], [0.071408, -0.393832, -1.996834], [-1.870372, 0.788915, -2.549288]],
  "atomic_forces_ev_per_a": [[1.9, -0.4, -0.3], [0.7, -0.3, 0.2], [0.8, 0.0, -1.2], [-0.4, -1.6, -1.0], [-2.8, 0.4, 1.2], [3.3, 1.1, 0.9], [-1.3, -0.4, 0.7], [-0.6, 1.1, -0.7], [0.1, -1.2, -1.0], [0.3, 0.6, 0.1], [-1.0, 0.8, 1.1], [-0.3, 0.2, 1.3], [-1.2, 0.4, 0.8], [0.1, 0.5, 0.4], [0.4, 0.0, -0.1], [0.5, -0.5, -1.0], [-0.5, -0.6, -1.2]],
  "nbo_charge": [-0.616, -0.037, -0.233, -0.853, -0.634, 0.518, -0.599, 0.206, 0.236, 0.225, 0.184, 0.170, 0.210, 0.366, 0.340, 0.399, 0.120]
}



{
  "formula": "C4H10N2O",
  "method": "wB97M-V/def2-TZVPD",
  "homo_lumo_gap_ev": 9.2,
  "spin_multiplicity": 1,
  "e_above_lowest_ev": 2.8911,
  "homo_energy_ev": -8.4247,
  "max_force_ev_per_a": 3.50,
  "total_charge": 0,
  "elements": ["C", "N", "C", "C", "C", "N", "O", "H", "H", "H", "H", "H", "H", "H", "H", "H", "H"],
  "positions_angstrom": [[1.634239, -0.916366, -1.223778], [0.206675, -0.278666, -1.243042], [-0.742406, 0.456956, -0.284346], [-0.060957, 1.820927, 0.338018], [-1.404556, -0.453160, 0.841673], [-0.527966, -0.845896, 1.854231], [-2.639453, -0.446677, 0.914495], [2.385682, -0.269210, -0.746200], [1.582900, -1.903453, -0.648104], [1.886158, -0.981823, -2.371856], [-0.215228, -0.967449, -1.840115], [-1.672007, 0.891875, -0.857451], [0.641958, 1.488077, 1.146643], [-0.980231, 2.387624, 0.428111], [0.366933, 2.357556, -0.507053], [-0.927389, -1.511045, 2.562263], [0.465655, -0.829263, 1.636510]],
  "atomic_forces_ev_per_a": [[-1.6, 0.7, 0.0], [0.7, 0.1, -0.3], [0.8, 0.1, -0.7], [-1.0, -3.0, -1.6], [-0.5, 2.7, 0.3], [-1.5, -1.0, -0.3], [2.1, -1.0, 0.2], [-0.3, -0.1, -0.2], [0.4, 1.1, -1.1], [-0.3, -0.3, 2.5], [-1.2, 0.3, 0.1], [1.9, -1.4, 0.6], [-0.9, 1.3, -0.5], [0.2, 0.4, 1.8], [0.8, -0.4, 0.1], [1.0, 1.0, -1.1], [-0.5, -0.3, 0.3]],
  "nbo_charge": [-0.422, -0.698, -0.106, -0.633, 0.650, -0.848, -0.605, 0.196, 0.180, 0.220, 0.359, 0.228, 0.216, 0.233, 0.223, 0.411, 0.396]
}



{
  "formula": "C4H10N2O",
  "method": "wB97M-V/def2-TZVPD",
  "homo_lumo_gap_ev": [7.6, 8.7],
  "spin_multiplicity": 1,
  "e_above_lowest_ev": 7.0523,
  "homo_energy_ev": [-7.0876, -7.9228],
  "max_force_ev_per_a": 4.76,
  "total_charge": 0,
  "elements": ["C", "C", "C", "C", "N", "N", "O", "H", "H", "H", "H", "H", "H", "H", "H", "H", "H"],
  "positions_angstrom": [[-1.013380, -0.702079, 0.043996], [-2.436510, -1.128876, -0.138300], [1.826690, 0.721551, 0.691350], [1.080894, 0.348326, -0.646490], [-0.814386, 1.518254, -0.026211], [-0.332369, 0.354821, -0.502576], [-1.968129, 1.370667, 0.550844], [-0.448839, -1.625081, -0.105005], [-2.862025, -0.537389, -0.851216], [-3.043646, -0.856485, 0.791845], [-2.504963, -2.160388, -0.271387], [1.735320, 0.145850, 1.626356], [2.923796, 0.946715, 0.381910], [1.526825, 1.735744, 0.906825], [1.423283, 0.935171, -1.450040], [1.453420, -0.674024, -0.568909], [-0.803194, 2.302773, -0.707588]],
  "atomic_forces_ev_per_a": [[1.4, -2.6, -1.5], [0.0, 2.2, 4.0], [1.7, 2.8, -1.3], [1.8, -2.2, 3.8], [-2.1, 2.0, -0.2], [-1.5, -1.3, 0.7], [0.5, 1.0, 0.1], [0.8, 0.4, 0.4], [-1.4, 1.1, -2.3], [0.7, -0.4, -1.0], [-0.1, -1.6, -0.6], [-0.1, -0.3, -0.9], [-1.5, -1.1, 0.7], [-0.3, 0.4, 0.6], [0.4, 0.5, -1.0], [-0.6, -0.3, -1.8], [0.3, -0.4, 0.4]],
  "nbo_charge": [0.015, -0.650, -0.630, -0.242, -0.029, -0.218, -0.515, 0.161, 0.224, 0.237, 0.208, 0.232, 0.210, 0.211, 0.211, 0.233, 0.344]
}



{
  "formula": "C4H10N2O",
  "method": "wB97M-V/def2-TZVPD",
  "homo_lumo_gap_ev": 10.3,
  "spin_multiplicity": 1,
  "e_above_lowest_ev": 0.8567,
  "homo_energy_ev": -9.4970,
  "max_force_ev_per_a": 0.58,
  "total_charge": 0,
  "elements": ["C", "C", "O", "N", "C", "C", "N", "H", "H", "H", "H", "H", "H", "H", "H", "H", "H"],
  "positions_angstrom": [[-2.579996, -0.238444, 0.013942], [-1.456227, -0.901336, -0.749910], [-1.653105, -1.630080, -1.699503], [-0.190312, -0.701158, -0.292791], [0.314604, 0.423428, 0.463265], [1.675806, 0.891766, -0.093607], [2.820978, 0.108685, 0.316653], [-3.366333, -0.975147, 0.146258], [-2.984559, 0.586376, -0.582327], [-2.260860, 0.131661, 0.983989], [0.505902, -1.194996, -0.838380], [0.434448, 0.148134, 1.517902], [-0.397059, 1.251946, 0.404649], [1.633967, 0.898529, -1.194125], [1.851239, 1.919612, 0.237690], [2.930295, 0.140901, 1.319708], [2.721213, -0.859879, 0.046586]],
  "atomic_forces_ev_per_a": [[0.1, 0.2, -0.2], [0.0, 0.0, 0.1], [-0.3, -0.2, -0.2], [0.5, -0.1, -0.2], [0.1, 0.4, 0.0], [-0.4, 0.2, 0.0], [0.2, -0.1, -0.1], [-0.1, 0.0, 0.0], [0.1, -0.1, 0.1], [-0.1, 0.1, 0.0], [-0.2, 0.0, 0.0], [0.0, 0.2, 0.0], [0.1, -0.1, 0.0], [-0.1, 0.1, 0.3], [-0.1, -0.1, -0.1], [0.0, -0.1, 0.1], [0.1, -0.1, 0.0]],
  "nbo_charge": [-0.720, 0.682, -0.618, -0.626, -0.234, -0.227, -0.822, 0.247, 0.238, 0.212, 0.390, 0.183, 0.200, 0.195, 0.198, 0.353, 0.349]
}